Entry 1:
The following is a quantum chemistry calculation of the molecule C3H4F2N2, from the OMol25 dataset.

```
11
Properties=species:S:1:pos:R:3:forces:R:3:nbo_charge:R:1
N -1.217602 2.290308 0.139232 0.7 -0.4 0.0 -0.2820
C -0.491452 1.419040 -0.067970 -1.1 1.3 -0.4 0.2449
C 0.238125 0.197500 -0.375765 -2.2 0.1 0.3 -0.2172
N 1.386260 -0.023769 0.385442 1.1 0.4 1.9 -0.8335
C -0.707897 -0.961960 -0.103928 -0.8 0.9 2.0 0.5769
F -1.155232 -0.775398 1.241231 0.6 -0.9 -1.7 -0.3637
F -1.824555 -1.055299 -0.863672 0.8 0.1 0.2 -0.3182
H 0.357186 0.085914 -1.404547 0.8 0.3 -2.0 0.2406
H 2.266453 0.239000 -0.090836 -0.9 0.2 1.1 0.3985
H 1.158689 0.353662 1.357179 1.5 -0.7 -1.8 0.4011
H -0.009976 -1.769001 -0.216368 -0.5 -1.4 0.4 0.1526
```
Positions in Å, forces in eV/Å.

Output
HOMO energy in eV: -10.72
SMILES: N#C[C@@H](N)C(F)F
Relative energy (zero: lowest compared OMol25 entry of this formula, charge and spin) in kcal per mole: 4.3
F_max in eV/Å: 2.4

Entry 2:
The following is a quantum chemistry calculation of the molecule C4H6, from the OMol25 dataset.

```
10
Properties=species:S:1:pos:R:3:forces:R:3:nbo_charge:R:1
C 2.199157 -0.597266 -0.315760 -0.4 -0.1 0.1 -0.2671
C 1.109558 -0.450397 0.172629 0.5 -0.1 -0.3 0.0066
C -0.336340 -0.463563 0.390035 -0.1 0.0 0.0 -0.4860
C -1.044026 0.841279 -0.044522 0.0 0.1 0.0 -0.6007
H 3.061657 -0.859601 -0.879868 0.2 0.2 0.3 0.2353
H -0.635504 -0.753238 1.400995 0.3 0.1 0.0 0.2299
H -0.596418 -1.318518 -0.239820 -0.6 0.2 0.0 0.2357
H -1.901443 0.627362 -0.690230 0.1 0.0 0.1 0.2135
H -0.357864 1.500490 -0.588899 -0.2 -0.2 0.1 0.2212
H -1.413764 1.406262 0.816980 0.1 -0.1 -0.1 0.2115
```
Positions in Å, forces in eV/Å.

Output
HOMO energy in eV: -9.83
SMILES: C#CCC
Relative energy (zero: lowest compared OMol25 entry of this formula, charge and spin) in kcal per mole: 20.9
F_max in eV/Å: 0.6

Entry 3:
The following is a quantum chemistry calculation of a structure of composition C16H24O16RbS, from the OMol25 dataset.

```
58
Properties=species:S:1:pos:R:3:forces:R:3:mulliken_charge:R:1
Rb -12.721918 10.008619 13.894041 0.0 -0.8 0.2 0.8154
S -12.498941 6.608410 13.958872 -0.8 -0.2 -0.5 1.1369
O -11.860291 7.544891 12.943660 0.2 0.3 0.0 -0.6604
O -12.910386 7.458045 15.126360 0.4 0.3 0.0 -0.8014
O -13.703367 5.998145 13.356924 0.4 0.2 0.1 -0.7461
O -11.512976 5.588478 14.349249 0.3 0.2 0.2 -0.7750
C -14.888845 15.568260 13.901696 0.6 0.4 0.5 -1.4438
C -15.440789 14.395817 13.165857 -0.8 0.0 -1.1 0.6108
C -15.617560 14.604405 11.634211 0.2 -0.1 0.3 -0.4146
O -15.021477 13.439907 11.051939 0.0 0.1 0.3 -0.3571
C -14.399612 12.712947 12.012301 -0.7 0.8 0.1 0.6346
O -13.787943 11.727168 11.810270 0.6 -0.7 -0.3 -0.4645
O -14.575096 13.265941 13.230762 0.1 0.0 0.0 -0.2964
H -14.087065 16.076556 13.361561 -0.1 -0.1 -0.1 0.3574
H -14.453274 15.243595 14.850233 -0.2 0.0 0.0 0.3366
H -15.673404 16.290773 14.123919 0.0 0.0 -0.1 0.3865
H -16.426973 14.143113 13.563424 0.2 -0.4 0.3 0.1459
H -15.103972 15.501039 11.282175 0.1 -0.1 -0.1 0.2680
H -16.660878 14.650851 11.333551 0.0 0.0 0.0 0.2923
C -19.422845 7.864206 14.731146 0.0 -0.3 0.0 -1.5056
C -18.607772 8.853273 13.931080 -0.6 0.2 0.5 0.5179
C -18.906662 10.339415 14.236557 0.4 -0.4 0.0 -0.4339
O -17.596608 10.923861 14.370761 -0.3 -0.1 -0.4 -0.3413
C -16.655239 9.941674 14.267168 -0.8 -0.3 0.1 0.4566
O -15.496635 10.140888 14.181178 0.6 0.4 0.1 -0.2523
O -17.236061 8.731784 14.293248 0.2 0.1 -0.4 -0.3216
H -19.053310 6.853549 14.545529 0.1 0.1 0.1 0.3686
H -20.473312 7.861610 14.434558 0.0 0.2 0.0 0.3850
H -19.354449 8.065860 15.800327 0.0 0.0 0.0 0.3635
H -18.735666 8.647147 12.865824 0.3 0.0 0.0 0.2428
H -19.446219 10.462440 15.175210 0.0 0.1 0.0 0.3091
H -19.437467 10.804648 13.408018 0.0 0.2 0.1 0.2746
C -9.489080 8.450672 15.532884 -0.4 0.5 0.4 -1.1020
C -8.764719 7.148482 15.389361 0.2 -0.2 -0.1 0.5738
C -8.286299 6.838176 13.972836 0.4 -0.3 0.2 0.3037
O -6.885393 6.468267 14.152983 -0.4 0.2 -0.1 -0.3975
C -6.479470 6.815916 15.384104 -0.2 0.1 0.0 0.5876
O -5.341722 6.783944 15.759241 -0.1 -0.1 0.0 -0.5999
O -7.516535 7.204797 16.146287 0.0 0.1 -0.1 -0.4352
H -8.828345 9.276411 15.253441 0.0 0.0 -0.1 0.4100
H -9.794782 8.608337 16.572544 0.1 -0.1 -0.1 0.3251
H -10.414109 8.466472 14.942316 0.3 -0.3 -0.1 0.0146
H -9.354601 6.324544 15.780457 -0.1 0.0 0.0 0.2132
H -8.347844 7.689687 13.294682 0.1 0.1 0.1 -0.3467
H -8.812834 5.995221 13.551588 -0.2 -0.1 -0.1 0.3263
C -11.141928 9.745699 10.604009 0.5 -0.2 -0.5 -1.2844
C -9.966781 8.798156 10.732883 -0.5 0.0 -0.2 0.9243
C -9.254809 8.441853 9.421927 0.0 0.3 0.2 -0.3941
O -7.863248 8.536305 9.747633 0.0 -0.2 0.4 -0.3696
C -7.724889 9.104951 10.978000 -0.6 0.1 -0.5 0.6480
O -6.686946 9.301327 11.507529 0.7 0.1 0.2 -0.5489
O -8.924618 9.457227 11.478801 0.3 -0.2 0.0 -0.3385
H -10.942117 10.534659 9.868849 0.0 -0.1 0.1 0.5335
H -11.285379 10.204316 11.567791 -0.3 0.1 0.2 -0.1821
H -12.027751 9.192737 10.300271 -0.1 0.0 0.2 0.3946
H -10.293600 7.913391 11.288194 0.1 0.1 0.1 0.0778
H -9.453534 9.176909 8.637930 -0.1 -0.1 -0.1 0.2715
H -9.481846 7.434494 9.087176 0.0 0.0 -0.1 0.3066
```
Positions in Å, forces in eV/Å.

Output
Total charge: -1
HOMO energy in eV: -3.71
F_max in eV/Å: 1.4

Entry 4:
The following is a quantum chemistry calculation of the molecule C4H9ClO2, from the OMol25 dataset.

```
16
Properties=species:S:1:pos:R:3:forces:R:3:nbo_charge:R:1
C 1.953351 1.023210 -0.383075 -0.1 0.7 -0.4 -0.2644
O 0.506196 1.097933 -0.363760 1.4 -0.2 -0.2 -0.5321
C -0.050213 -0.156153 -0.148330 -1.2 -1.4 0.6 0.0595
C 0.175849 -0.616913 1.327447 -0.6 1.5 -0.4 -0.6475
C -1.507506 -0.093968 -0.633999 -1.0 1.7 -1.1 0.1932
O -1.956017 -1.374205 -0.773471 1.4 -0.4 0.8 -0.7028
Cl -2.632246 0.966419 0.527913 0.8 -1.0 -0.4 -0.2019
H 2.415456 1.585925 0.468364 -0.5 -0.8 -0.5 0.1909
H 2.281648 1.537296 -1.304033 -0.1 -0.3 0.3 0.1925
H 2.263431 -0.041731 -0.432659 0.1 0.8 0.2 0.1761
H 0.405448 -1.021379 -0.738170 -0.3 1.3 0.0 0.1811
H 1.272829 -0.669779 1.302969 -0.4 -0.6 1.0 0.2102
H -0.398172 -1.497259 1.638801 0.7 -0.2 -0.5 0.2319
H -0.156012 0.176095 2.036945 0.4 -0.3 -0.6 0.2249
H -1.700067 0.544563 -1.583719 0.9 -1.1 1.5 0.1952
H -2.873980 -1.460047 -0.941230 -1.4 0.3 -0.3 0.4931
```
Positions in Å, forces in eV/Å.

Output
HOMO energy in eV: -10.03
SMILES: CO[C@@H](C)[C@@H](O)Cl
Relative energy (zero: lowest compared OMol25 entry of this formula, charge and spin) in kcal per mole: 20.9
F_max in eV/Å: 2.3

- Number 2 is which compound?
  C4H6

- Which of these has the highest F_max?
  C3H4F2N2

- Among the records above, which one has the highest HOMO energy?
  C16H24O16RbS